Molecular formula: CH3Cl
Method: DFT, the ωB97M-V functional and the def2-TZVPD basis

Geometry as XYZ:
```
5
Properties=species:S:1:pos:R:3:forces:R:3
C -1.42847 -0.84205 0.52359 -0.299 0.264 0.249
Cl 0.34820 -1.04578 0.30970 -0.689 0.288 0.055
H -1.92675 -1.66971 0.04068 0.015 -0.140 -0.174
H -1.82738 0.10393 0.13205 0.640 -0.280 -0.165
H -1.68717 -0.85686 1.58048 0.333 -0.132 0.036
```
Forces are in eV/Å.

As for the orbital gap: 11.9621 eV. Its SMILES is CCl. The electronic energy comes out at -13607.97821 eV. Its multiplicity is 1.